Record 1
ORCA calculation (the ωB97M-V functional and the def2-TZVPD basis) on C4H16F2HfN8O4 as an isolated structure in a non-equilibrium geometry.

Geometry as XYZ:
```
35
Properties=species:S:1:pos:R:3
Hf 2.3928 0.2639 0.2780
F 2.1195 -1.5280 1.5676
F 0.2197 -0.2211 0.2133
C 0.4242 3.2516 0.0570
O 1.0212 2.1350 -0.1792
N 0.6412 4.3585 -0.6552
N -0.5444 3.3521 0.9567
H 1.4607 4.4517 -1.2324
H 0.0660 5.1718 -0.5102
H -0.7164 2.5780 1.5825
H -1.0852 4.1973 1.0388
C 2.4263 -2.6663 -1.7648
O 2.1865 -1.5716 -1.1478
N 3.6650 -3.1521 -1.8976
N 1.4132 -3.3963 -2.2238
H 3.6879 -3.9829 -2.4690
H 4.5340 -2.7372 -1.6165
H 0.5150 -2.9346 -2.1423
H 1.6094 -4.2225 -2.7634
C -1.9042 1.2390 3.4927
O -2.9143 1.4538 4.1242
N -0.6776 1.7584 3.8405
N -1.8549 0.3692 2.4496
H -0.5372 2.2099 4.7283
H 0.1589 1.6093 3.3074
H -2.6736 -0.1817 2.2577
H -0.9779 0.1548 2.0112
C -2.1905 -1.7791 -2.0269
O -2.9815 -2.3102 -2.7713
N -2.2328 -1.8929 -0.6597
N -1.1641 -0.9588 -2.4371
H -1.5045 -1.3765 -0.1982
H -2.7949 -2.4285 -0.0251
H -0.4725 -0.5902 -1.8105
H -1.3151 -0.6241 -3.3749
```

E_LUMO   -11.017 eV
Net charge   +2
Spin multiplicity   1

Here are the Mulliken charges for atoms 1 to 4, given in e: 1.942 -0.512 -0.232 0.582

***

Record 2
ORCA calculation (the ωB97M-V functional and the def2-TZVPD basis) on a 13-piece molecular cluster, C28H87N21O13 overall in a non-equilibrium geometry.

Geometry as XYZ:
```
149
Properties=species:S:1:pos:R:3
C -24.5445 -7.0475 16.8955
C -23.6250 -5.8506 16.5875
C -23.0211 -6.0399 15.2129
O -22.1951 -7.2012 15.0868
C -21.1238 -7.2284 16.0397
N -24.4634 -4.6484 16.6752
H -24.1129 -7.9973 16.5798
H -25.4969 -7.0222 16.3659
H -24.8770 -7.1786 17.9252
H -22.8879 -5.8266 17.3900
H -22.4297 -5.2005 14.8471
H -23.8269 -6.2465 14.5085
H -21.5458 -7.6976 16.9285
H -20.7707 -6.2007 16.1241
H -20.3945 -7.9505 15.6724
H -23.8850 -3.9160 16.2889
H -25.1224 -4.6818 15.9106
C -30.3380 -6.8977 19.4475
C -31.4163 -7.4186 20.3849
C -32.8771 -7.3050 19.8863
O -33.2615 -5.9559 19.7133
C -34.1357 -5.7171 18.5719
N -31.0892 -8.8012 20.6117
H -30.6187 -5.8945 19.1265
H -30.1175 -7.4472 18.5323
H -29.4377 -6.5884 19.9785
H -31.1924 -6.8534 21.2896
H -33.6098 -7.6571 20.6124
H -33.0617 -7.8998 18.9917
H -33.5099 -5.7999 17.6832
H -34.4616 -4.6821 18.6757
H -34.9441 -6.4399 18.6820
H -31.8722 -9.2818 21.0312
H -30.8730 -9.3402 19.7854
C -27.9984 -0.2959 13.8766
C -28.8564 0.9252 14.3423
C -30.3836 0.8365 13.9424
O -30.4961 0.6016 12.5251
C -31.8288 0.8288 12.0855
N -28.6780 1.2724 15.7407
H -26.9358 -0.0556 13.8437
H -28.3455 -0.7057 12.9280
H -27.9518 -1.1642 14.5339
H -28.4741 1.7851 13.7924
H -30.8331 1.7747 14.2674
H -31.0234 0.0474 14.3374
H -32.5883 0.1965 12.5453
H -31.9098 0.7055 11.0055
H -32.0925 1.8710 12.2654
H -29.3545 1.9840 15.9776
H -28.8120 0.4393 16.2957
C -28.3386 -2.8482 22.0363
C -28.7885 -1.3546 22.1739
C -29.3195 -0.8999 23.5834
O -28.2335 -1.0110 24.4844
C -28.5348 -0.4911 25.7817
N -27.7785 -0.4003 21.7666
H -27.6574 -2.9150 21.1880
H -29.1316 -3.4925 21.6567
H -27.8721 -3.2441 22.9384
H -29.6770 -1.2891 21.5460
H -30.1618 -1.5414 23.8424
H -29.6042 0.1425 23.4405
H -28.8385 0.5535 25.7140
H -27.6723 -0.5125 26.4479
H -29.2505 -1.0173 26.4133
H -27.0505 -0.9147 21.2918
H -27.3373 0.0326 22.5654
C -33.9782 -8.9036 15.8479
C -33.1689 -7.9019 15.0303
C -31.7245 -7.6243 15.5956
O -31.1515 -6.4800 14.9573
C -29.8366 -6.1691 15.4409
N -33.2429 -8.3679 13.6745
H -34.9699 -9.0289 15.4131
H -34.0906 -8.5790 16.8823
H -33.4389 -9.8468 15.7601
H -33.6937 -6.9516 15.1279
H -31.0667 -8.4672 15.3835
H -31.7153 -7.3087 16.6389
H -29.5463 -5.2391 14.9521
H -29.0831 -6.8974 15.1411
H -29.7889 -6.0338 16.5214
H -34.2163 -8.4268 13.4117
H -32.7284 -7.7760 13.0380
C -26.7031 -4.1212 13.0949
O -25.8495 -4.2068 13.9906
N -27.2863 -5.1789 12.5141
N -27.0913 -3.0095 12.6082
H -26.9990 -6.0760 12.8785
H -27.8759 -5.0293 11.7078
H -27.8583 -2.9185 11.9575
H -26.6770 -2.1649 12.9759
C -26.1856 -5.1331 19.9794
O -27.0804 -5.0368 19.1552
N -26.2984 -5.4013 21.2109
N -24.9208 -5.2112 19.6697
H -27.2005 -5.5048 21.6531
H -25.4088 -5.4051 21.6891
H -24.6977 -5.1742 18.6853
H -24.2217 -5.4010 20.3734
C -25.3183 -1.4592 19.1023
O -25.6400 -1.6038 20.2375
N -25.1443 -0.2971 18.6286
N -25.2299 -2.2949 18.0960
H -24.7736 -0.1855 17.6957
H -25.3364 0.4748 19.2510
H -25.4741 -3.2540 18.2976
H -25.0041 -1.9229 17.1845
C -28.8985 -2.9972 17.1167
O -29.3459 -2.2218 16.2846
N -29.2302 -3.0344 18.3638
N -27.8692 -3.7173 16.8701
H -29.9437 -2.4243 18.7363
H -28.7299 -3.7336 18.8938
H -27.5129 -4.0615 17.7503
H -27.2533 -3.6582 16.0718
C -29.2162 2.0564 19.5103
O -29.8340 2.8886 18.8386
N -27.9817 2.2628 19.8673
N -29.6340 0.9073 19.9165
H -27.5612 1.6229 20.5260
H -27.4446 3.0536 19.5413
H -29.0965 0.3775 20.5877
H -30.3410 0.4413 19.3660
C -31.9490 -0.6128 18.0867
O -31.7533 -1.4300 19.0219
N -33.0016 0.1576 18.1742
N -31.2373 -0.4980 17.0307
H -33.6641 -0.0643 18.9035
H -33.0416 0.8374 17.4283
H -31.4364 0.2945 16.4370
H -30.5197 -1.2057 16.9655
C -23.7112 -1.4926 15.3109
O -22.9198 -2.4702 15.3222
N -23.4346 -0.3023 15.7028
N -24.9900 -1.5847 14.9532
H -22.4792 -0.1953 16.0126
H -24.1404 0.4187 15.7477
H -25.3245 -2.5213 14.7773
H -25.6250 -0.8076 14.8394
C -32.4616 -2.9073 21.9448
O -32.8426 -3.4076 23.0060
N -32.4956 -1.6130 21.7872
N -32.1328 -3.5658 20.8999
H -32.8477 -1.0845 22.5726
H -32.3954 -1.3051 20.8304
H -31.8348 -3.0471 20.0861
H -32.3217 -4.5468 20.7515
```

E_LUMO   0.186 eV
Spin multiplicity   1

Here are the Mulliken charges for atoms 1 to 4, given in e: -1.509 0.229 -0.484 -0.469

***

Record 3
ORCA calculation (the ωB97M-V functional and the def2-TZVPD basis) on C33H29N9OSbV as an isolated structure in a non-equilibrium geometry.

Geometry as XYZ:
```
74
Properties=species:S:1:pos:R:3
V -0.3133 0.7256 0.1270
C 0.3751 0.8460 3.9515
C -0.1538 2.1725 3.5003
C -0.2652 3.2118 4.4224
C -0.7399 4.4439 4.0207
C -1.0937 4.6100 2.6914
C -0.9570 3.5310 1.8295
N -0.4985 2.3361 2.2126
Sb -1.5884 3.8975 -0.2116
C -2.8286 2.1507 -0.5092
C -4.1466 2.5020 -0.7565
C -5.0749 1.5074 -1.0051
C -4.6373 0.2034 -0.9459
C -3.3043 -0.0936 -0.6629
C -2.9702 -1.5460 -0.5203
N -2.3801 0.8820 -0.4922
C 0.1273 3.1810 -1.3224
C 0.6677 4.1975 -2.0942
C 1.7088 3.9218 -2.9598
C 2.1726 2.6268 -2.9893
C 1.6158 1.6380 -2.1790
C 2.2596 0.2918 -2.2774
N 0.5646 1.9021 -1.3513
H -0.0064 0.5962 4.9411
H 1.4667 0.8801 4.0152
H 0.0930 0.0725 3.2512
H 0.0274 3.0344 5.4488
H -0.8391 5.2565 4.7287
H -1.4676 5.5558 2.3217
H -4.4334 3.5455 -0.7589
H -6.1093 1.7441 -1.2164
H -5.3270 -0.6149 -1.0988
H -3.8603 -2.0883 -0.2021
H -2.1695 -1.7023 0.1889
H -2.6496 -1.9510 -1.4802
H 0.2680 5.2001 -2.0145
H 2.1482 4.6889 -3.5831
H 2.9884 2.3540 -3.6433
H 3.2044 0.3817 -2.8106
H 1.6147 -0.3890 -2.8265
H 2.4432 -0.1520 -1.3055
N 0.8256 -3.7521 1.9862
C -0.2974 -3.0466 2.1804
N -0.0542 -1.7733 1.9905
C 1.2737 -1.7504 1.6534
N 1.8386 -2.9393 1.6712
C 2.0482 -0.5381 1.3858
C 3.4218 -0.5667 1.6402
N 4.1877 0.5083 1.5909
C 3.5582 1.6543 1.3224
C 2.2202 1.7002 1.0031
N 1.4409 0.5966 0.9642
H 0.9876 -4.7418 2.0610
H -1.2444 -3.4855 2.4512
H 3.8826 -1.5072 1.9140
H 4.1540 2.5577 1.3537
H 1.7527 2.6490 0.7839
N 1.5672 -7.6241 -4.9486
C 1.3628 -6.6749 -4.3332
C 1.0907 -5.4946 -3.5725
C 0.0783 -4.6263 -3.9860
C -0.1952 -3.4894 -3.2539
C 0.5318 -3.1923 -2.0913
C 1.5470 -4.0682 -1.6884
C 1.8232 -5.2057 -2.4216
C 0.2394 -2.0000 -1.3678
C -0.0225 -0.9409 -0.8168
H -0.4836 -4.8533 -4.8821
H -0.9691 -2.8055 -3.5764
H 2.1214 -3.8387 -0.7998
H 2.6100 -5.8814 -2.1131
O -2.3619 0.0464 2.1613
H -1.9076 -0.7631 2.4308
H -2.9597 0.2953 2.8736
```

E_LUMO (spin up / spin down)   -2.954 / -3.186 eV
Net charge   +1
Spin multiplicity   4

Here are the Mulliken charges for atoms 1 to 4, given in e: -0.011 -1.261 0.885 -0.837

***

Record 4
ORCA calculation (the ωB97M-V functional and the def2-TZVPD basis) on a 9-piece molecular cluster, BF4H16O8 overall in a non-equilibrium geometry.

Geometry as XYZ:
```
29
Properties=species:S:1:pos:R:3
B -0.6757 -0.3229 0.3407
F 0.6528 -0.4313 0.2662
F -1.2515 -1.0714 -0.6521
F -0.8841 -0.8005 1.5771
F -1.0155 1.0399 0.2758
O 1.0476 -1.5666 -2.4395
H 0.3527 -1.6646 -3.0906
H 0.5878 -1.3479 -1.6290
O 0.5872 1.5407 -2.4392
H 0.8184 2.3441 -1.9728
H 0.7032 0.8455 -1.7916
O -0.4615 3.7888 -0.4960
H -0.9175 4.0578 0.3015
H -0.6835 2.8634 -0.5989
O 2.2274 0.3085 2.7569
H 1.4199 0.2361 2.2481
H 2.7589 -0.4343 2.4705
O -2.1997 0.5138 -3.1431
H -1.2606 0.5447 -2.9606
H -2.5181 -0.2336 -2.6369
O 0.4196 -3.0476 2.3002
H 0.7717 -3.6552 1.6499
H 0.1229 -2.2945 1.7892
O 3.3505 0.3743 -0.1338
H 3.5038 -0.4904 -0.5147
H 2.4401 0.3489 0.1606
O -3.6447 -0.6507 2.7202
H -2.8835 -0.6236 2.1405
H -3.3688 -0.1710 3.5012
```

E_LUMO (spin up / spin down)   -0.343 / -8.492 eV
Spin multiplicity   2

Here are the natural (NBO) charges for atoms 1 to 4, given in e: 1.306 -0.592 -0.552 -0.552

***

Record 5
ORCA calculation (the ωB97M-V functional and the def2-TZVPD basis) on C5H6N as an isolated structure in a non-equilibrium geometry.

Geometry as XYZ:
```
12
Properties=species:S:1:pos:R:3
C -1.0502 -0.5136 0.7153
C 0.7230 -0.4772 -1.4739
C 0.3064 -0.0524 1.0921
C -0.8361 0.3693 -0.5072
C 0.8370 0.1167 -0.2468
N 0.1787 1.2517 0.1723
H -1.1550 -1.5435 0.5783
H -1.6992 -0.0233 1.4372
H 0.7560 -1.5939 -1.6477
H 0.8880 0.1428 -2.3531
H 0.5979 0.0251 2.1113
H 0.4533 2.2981 0.1222
```

E_LUMO   -4.420 eV
Net charge   +1
Spin multiplicity   1

Here are the natural (NBO) charges for atoms 1 to 4, given in e: -0.494 -0.212 0.072 0.175

***

Record 6
ORCA calculation (the ωB97M-V functional and the def2-TZVPD basis) on C33H35N6RbSi as an isolated structure.

Geometry as XYZ:
```
76
Properties=species:S:1:pos:R:3
Rb 1.3866 -0.5410 0.1390
N -1.3159 -4.8290 1.3699
C -0.7917 -3.6976 0.8570
N 0.0559 -2.9318 1.4457
C 0.5150 -3.2815 2.7180
N 1.4139 -2.6266 3.3678
N 2.0421 -1.6013 2.7113
C 2.5757 -0.7359 3.4787
C 3.3320 0.4142 2.9618
C 4.0306 1.2307 3.8477
C 4.7156 2.3297 3.3582
C 4.6756 2.5923 1.9987
C 3.9545 1.7266 1.1878
N 3.3060 0.6636 1.6461
C -0.0746 -4.4589 3.3739
C 0.2560 -4.8438 4.6739
C -0.3150 -5.9647 5.2403
C -1.2308 -6.7244 4.5151
C -1.5743 -6.3624 3.2283
C -0.9957 -5.2307 2.6629
H -1.9856 -5.3588 0.8373
H -1.1383 -3.4324 -0.1378
H 2.4708 -0.8173 4.5625
H 4.0295 0.9995 4.9052
H 5.2680 2.9764 4.0271
H 5.1843 3.4465 1.5749
H 3.8831 1.9036 0.1188
H 0.9699 -4.2393 5.2147
H -0.0543 -6.2572 6.2483
H -1.6795 -7.6038 4.9574
H -2.2866 -6.9487 2.6605
C 1.1877 -0.8386 -2.8020
Si -0.1254 0.3855 -2.7906
C -1.3641 -0.0563 -1.3591
N -1.3621 0.8426 -0.1940
C -1.8757 0.2133 1.0175
C -1.6753 1.1384 2.2132
C -2.4159 2.4537 1.9888
C -2.0017 3.0691 0.6541
C -2.1222 2.0542 -0.4763
C 0.6989 2.0943 -2.6000
C 1.1380 2.7412 -3.7585
C 1.8440 3.9354 -3.7034
C 2.1146 4.5321 -2.4797
C 1.6765 3.9189 -1.3148
C 0.9875 2.7137 -1.3793
C -1.2615 0.5780 -4.3194
C -2.4514 1.3099 -4.3427
C -3.2242 1.4073 -5.4918
C -2.8201 0.7706 -6.6578
C -1.6416 0.0375 -6.6602
C -0.8791 -0.0574 -5.5024
H 2.0689 -0.5817 -3.3936
H 0.8976 -1.8838 -2.9545
H -1.0633 -1.0510 -1.0074
H -2.3873 -0.1718 -1.7588
H -1.3452 -0.7266 1.1891
H -2.9535 -0.0193 0.9245
H -0.6039 1.3330 2.3325
H -2.0275 0.6499 3.1251
H -2.2222 3.1505 2.8072
H -3.4932 2.2572 1.9785
H -0.9669 3.4164 0.7132
H -2.6242 3.9366 0.4244
H -1.7504 2.4867 -1.4069
H -3.1883 1.8010 -0.6282
H 0.9216 2.2988 -4.7250
H 2.1758 4.4086 -4.6197
H 2.6518 5.4715 -2.4350
H 1.8654 4.3814 -0.3516
H 0.6297 2.2633 -0.4615
H -2.7870 1.8229 -3.4458
H -4.1426 1.9828 -5.4794
H -3.4215 0.8435 -7.5555
H -1.3171 -0.4648 -7.5639
H 0.0339 -0.6444 -5.5007
```

E_LUMO   -0.706 eV
Spin multiplicity   1

Here are the Mulliken charges for atoms 1 to 4, given in e: 0.710 0.044 -0.458 0.103

***

What did we get for energy? Answer: -31246.607, -88359.037, -82368.436, -28187.530, -6757.707, -52261.992 eV, in the order shown.
What did we get for ΔE to the lowest compared entry with this formula, charge and spin? Answer: 0.0, 526.5, 101.7, 34.6, 720.8, 7.3 kJ/mol, in the order shown.